[1]
52
Properties=species:S:1:pos:R:3:nbo_charge:R:1 method="wB97M-V/def2-TZVPD" orbital_gap_ev=8.166 e_lumo_ha=0.003 max_force_ev_per_a=1.31 total_energy_ev=-55661.3591
C 4.2804 0.4230 -0.7241 -0.60
C 3.3008 -0.0847 0.3254 -0.40
C 4.0383 -0.6081 1.5567 -0.41
C 3.0939 -1.1594 2.6209 -0.08
O 2.3137 -0.1096 3.1939 -0.51
C 1.0285 -0.0274 2.8629 0.80
O 0.4456 -0.8228 2.1703 -0.63
C 0.4158 1.2231 3.4410 -0.64
S 0.4864 2.4881 2.1140 0.23
C -1.2642 2.5621 1.6028 -0.61
C -1.8440 1.1759 1.4352 0.67
O -2.6249 0.6905 2.2308 -0.61
N -1.4086 0.5075 0.3481 -0.28
N -0.5171 1.0094 -0.5256 -0.21
C -0.1407 0.0846 -1.3350 0.20
C 0.7871 0.3133 -2.3909 -0.25
C 1.3824 1.4968 -2.7555 -0.21
C 2.2437 1.3567 -3.8565 -0.26
C 2.3026 0.0776 -4.3197 -0.41
S 1.3042 -0.9882 -3.4213 0.45
C -0.7869 -1.2531 -1.0534 -0.47
C -1.7543 -0.9017 0.0863 -0.07
C -3.2068 -1.0125 -0.2902 -0.04
C -4.0533 -1.8699 0.3986 -0.16
C -5.3885 -1.9702 0.0526 -0.28
C -5.8647 -1.1960 -0.9889 0.40
F -7.1663 -1.2887 -1.3348 -0.33
C -5.0464 -0.3277 -1.6880 -0.28
C -3.7139 -0.2419 -1.3311 -0.19
H 3.7471 0.8131 -1.5867 0.22
H 4.9354 -0.3799 -1.0563 0.20
H 4.8956 1.2204 -0.3139 0.20
H 2.6904 -0.8854 -0.0992 0.19
H 2.6295 0.7269 0.6143 0.21
H 4.7200 -1.4092 1.2641 0.21
H 4.6273 0.1985 1.9973 0.20
H 3.6593 -1.6003 3.4462 0.19
H 2.4190 -1.9082 2.1936 0.21
H -0.6258 1.0704 3.7134 0.27
H 1.0043 1.5910 4.2783 0.25
H -1.8255 3.1032 2.3646 0.24
H -1.2578 3.1036 0.6592 0.26
H 1.1947 2.4166 -2.2338 0.24
H 2.7997 2.1691 -4.2890 0.23
H 2.8766 -0.3069 -5.1392 0.24
H -0.0339 -1.9788 -0.7441 0.24
H -1.3018 -1.6408 -1.9337 0.24
H -1.5533 -1.4677 0.9984 0.25
H -3.6666 -2.4566 1.2173 0.22
H -6.0583 -2.6302 0.5805 0.23
H -5.4534 0.2664 -2.4908 0.23
H -3.0653 0.4382 -1.8648 0.22

[2]
47
Properties=species:S:1:pos:R:3:nbo_charge:R:1 method="wB97M-V/def2-TZVPD" orbital_gap_ev="3.191 / 5.141" e_lumo_ha="0.096 / 0.094" charge=-1 max_force_ev_per_a=5.64 total_energy_ev=-59510.0288 multiplicity=5 s2=6.116
C 4.0664 -0.1447 2.0919 -0.36
C 3.0045 -0.3228 3.0604 -0.34
C 1.9771 -1.1543 2.4610 -0.37
C 2.4103 -1.4980 1.1111 -0.32
C 3.7025 -0.8616 0.8841 -0.36
Fe 2.3059 0.4349 1.3496 0.47
C 2.6801 2.1041 0.3678 -0.35
C 2.0757 2.3555 1.6727 -0.34
C 0.8318 1.6330 1.7391 -0.34
C 0.5854 1.0305 0.4134 -0.22
C -0.5363 0.2236 0.0185 -0.07
C -1.8002 0.3631 0.6321 -0.04
C -2.7073 -0.7488 0.6601 -0.25
C -3.9157 -0.6422 1.3286 -0.23
C -4.2845 0.5305 2.0033 -0.31
C -3.3748 1.5952 2.0675 -0.22
C -2.1592 1.5275 1.3926 -0.25
C 1.8085 1.2217 -0.3776 -0.33
H 5.0154 0.3607 2.2739 0.21
H 3.0238 0.0272 4.0938 0.21
H 1.0706 -1.5109 2.9563 0.22
H 1.8909 -2.1607 0.4177 0.20
H 4.3181 -0.9569 -0.0112 0.21
H 3.6174 2.5283 0.0143 0.21
H 2.4792 2.9770 2.4727 0.22
H 0.1332 1.5788 2.5749 0.23
H -0.2518 -0.7630 -0.4148 0.20
H -2.3671 -1.7114 0.2508 0.19
H -4.5983 -1.4905 1.3325 0.19
H -5.2645 0.6248 2.4834 0.19
H -3.6124 2.4882 2.6444 0.19
H -1.4233 2.3278 1.5303 0.23
H 1.9170 0.8489 -1.3958 0.21
C -0.4855 -2.8237 -2.2107 -0.66
C -0.6842 -1.3893 -2.6351 0.47
N -0.8042 -0.2537 -1.9439 -0.48
C -1.2857 0.7700 -2.8594 -0.23
C -1.0888 0.1807 -4.2762 -0.23
N -0.8394 -1.2308 -3.9744 -0.63
H -0.1180 -3.3546 -3.0972 0.21
H 0.2199 -2.9695 -1.3802 0.26
H -1.4572 -3.2768 -1.9587 0.24
H -2.3842 0.8764 -2.7039 0.19
H -0.7936 1.7535 -2.7124 0.22
H -1.9855 0.2506 -4.9126 0.19
H -0.2002 0.6317 -4.7619 0.18
H -0.7119 -1.9797 -4.6730 0.40

[3]
54
Properties=species:S:1:pos:R:3:nbo_charge:R:1 method="wB97M-V/def2-TZVPD" orbital_gap_ev="6.905 / 5.407" e_lumo_ha="-0.133 / -0.188" charge=+1 max_force_ev_per_a=1.76 total_energy_ev=-57641.1133 multiplicity=2 s2=0.772
Ir -0.2245 -0.1209 0.1714 0.75
N 3.2393 -2.2383 -1.1464 -0.75
C 2.1728 -1.4569 -0.9802 0.32
S 1.1366 -1.8460 0.4216 0.15
N 1.9432 -0.5256 -1.8789 -0.39
N 0.8607 0.2235 -1.5555 -0.23
C 0.4771 1.1985 -2.2946 0.04
C -0.7300 1.9048 -1.8470 0.17
C -1.2870 2.9518 -2.5615 -0.21
C -2.4301 3.5681 -2.0756 -0.12
C -2.9841 3.1330 -0.8820 -0.24
C -2.3793 2.0860 -0.2099 0.08
N -1.2954 1.4753 -0.6913 -0.46
H 3.4778 -2.9366 -0.4658 0.42
H 3.8567 -2.0688 -1.9230 0.42
H 1.0092 1.4779 -3.1967 0.23
H -0.8220 3.2783 -3.4812 0.24
H -2.8773 4.3892 -2.6193 0.24
H -3.8645 3.6007 -0.4658 0.25
H -2.7459 1.7141 0.7389 0.24
C -2.4301 -0.8449 -1.9587 -0.42
N -1.8315 -1.4038 -0.7211 -0.40
C -1.3665 -2.7678 -1.0976 -0.42
C -2.9351 -1.5438 0.2895 -0.26
C -2.4298 -1.4049 1.6898 -0.03
C -3.1450 -1.9378 2.7586 -0.22
C -2.6707 -1.7913 4.0495 -0.21
C -1.4678 -1.1285 4.2590 -0.20
C -0.7618 -0.6008 3.1887 -0.24
C -1.2396 -0.7046 1.8791 -0.24
H -3.1996 -1.5310 -2.3198 0.21
H -1.6628 -0.7485 -2.7258 0.22
H -2.8940 0.1163 -1.7723 0.21
H -2.1786 -3.2876 -1.6109 0.20
H -1.0938 -3.3188 -0.2022 0.23
H -0.5044 -2.6990 -1.7565 0.22
H -3.4209 -2.5098 0.1292 0.21
H -3.6788 -0.7748 0.0655 0.21
H -4.0683 -2.4772 2.5779 0.21
H -3.2223 -2.2049 4.8829 0.22
H -1.0722 -1.0280 5.2618 0.22
H 0.1791 -0.1047 3.3867 0.21
O 2.8607 0.2362 0.9591 -0.52
N 2.8901 0.9298 2.0243 0.07
C 4.0043 0.9268 2.8136 -0.01
C 4.0552 1.6376 3.9772 -0.22
C 2.9453 2.3830 4.3862 -0.19
C 1.8241 2.3793 3.5965 -0.21
C 1.7911 1.6681 2.3899 -0.02
S 0.4439 1.8144 1.3258 0.05
H 4.8062 0.3180 2.4272 0.24
H 4.9599 1.6030 4.5668 0.24
H 2.9656 2.9454 5.3086 0.24
H 0.9364 2.9278 3.8784 0.24

[4]
48
Properties=species:S:1:pos:R:3:nbo_charge:R:1 method="wB97M-V/def2-TZVPD" orbital_gap_ev=9.472 e_lumo_ha=0.030 max_force_ev_per_a=1.18 total_energy_ev=-28666.5489
C -5.2913 -0.7597 1.5167 -0.22
C -5.3673 0.5169 0.9867 -0.22
C -4.4409 0.9345 0.0477 -0.16
C -3.4309 0.0816 -0.3778 -0.04
C -2.3986 0.5431 -1.3659 -0.43
C -1.2004 1.1374 -0.6118 -0.22
N -0.2369 1.7347 -1.5182 -0.43
C 0.6918 2.6643 -0.8875 -0.22
C 1.7257 2.0520 0.0257 -0.05
C 1.4156 1.7499 1.3457 -0.22
C 2.3588 1.1722 2.1767 -0.20
C 3.6289 0.8955 1.7008 -0.22
C 3.9495 1.2002 0.3897 -0.23
C 3.0035 1.7726 -0.4405 -0.15
C 0.3686 0.8023 -2.4503 -0.28
C 0.7101 -0.5339 -1.8787 0.52
N 1.5081 -0.8352 -0.9033 -0.51
C 1.3781 -2.1934 -0.7978 0.32
C 2.0948 -2.9979 0.1789 -0.28
C 2.3157 -2.4278 1.5571 -0.40
C 3.4634 -2.5450 0.6176 -0.40
N 0.5406 -2.6884 -1.6684 -0.16
O 0.0941 -1.6138 -2.3803 -0.29
C -3.3615 -1.1967 0.1615 -0.21
C -4.2856 -1.6160 1.1019 -0.20
H -6.0150 -1.0870 2.2487 0.21
H -6.1513 1.1889 1.3050 0.21
H -4.5041 1.9314 -0.3654 0.20
H -2.0782 -0.3020 -1.9759 0.22
H -2.8105 1.3113 -2.0223 0.22
H -1.5695 1.9344 0.0392 0.20
H -0.7541 0.3620 0.0325 0.18
H 1.1919 3.2082 -1.6952 0.20
H 0.0836 3.3801 -0.3269 0.21
H 0.4312 1.9764 1.7305 0.21
H 2.1039 0.9438 3.2021 0.21
H 4.3648 0.4447 2.3504 0.21
H 4.9417 0.9947 0.0135 0.21
H 3.2661 2.0143 -1.4611 0.20
H -0.3281 0.6262 -3.2780 0.22
H 1.2765 1.2546 -2.8543 0.23
H 1.8997 -4.0570 0.0796 0.24
H 2.2492 -3.1079 2.3924 0.22
H 1.9254 -1.4398 1.7460 0.23
H 4.2084 -3.3063 0.7904 0.22
H 3.8378 -1.6349 0.1757 0.23
H -2.5813 -1.8710 -0.1633 0.21
H -4.2221 -2.6141 1.5104 0.21

[5]
52
Properties=species:S:1:pos:R:3:nbo_charge:R:1 method="wB97M-V/def2-TZVPD" orbital_gap_ev=8.579 e_lumo_ha=-0.010 max_force_ev_per_a=1.12 total_energy_ev=-45647.0387
C 0.8610 2.4618 1.9649 -0.63
C 1.3181 2.8952 0.5745 -0.22
N 2.0996 1.8824 -0.0971 -0.70
C 3.4492 1.6015 0.3341 -0.21
C 4.4521 2.6889 -0.0435 -0.63
S 1.7473 1.4387 -1.6477 2.35
O 2.8920 1.5550 -2.5078 -0.95
O 0.5290 2.0819 -2.0501 -0.95
C 1.3974 -0.3087 -1.4348 -0.36
C 2.0420 -1.2794 -2.1914 -0.14
C 1.7236 -2.6080 -2.0128 -0.26
C 0.7570 -2.9754 -1.0689 0.21
N 0.4090 -4.2817 -0.8838 -0.56
C -0.5433 -4.7514 0.0061 0.62
O -0.7902 -5.9380 0.0665 -0.60
C -1.1754 -3.7148 0.8087 -0.28
C -0.8581 -2.4095 0.6750 -0.05
C -1.4667 -1.3486 1.5510 0.65
O -0.8051 -0.6765 2.3133 -0.60
N -2.8017 -1.2162 1.4019 -0.60
C -3.4953 -0.1019 2.0164 -0.26
C -3.0945 1.2312 1.4225 0.06
C -3.1746 2.3798 2.1986 -0.24
C -2.8013 3.6055 1.6776 -0.20
C -2.3282 3.6948 0.3790 -0.23
C -2.2426 2.5551 -0.4019 -0.19
C -2.6332 1.3323 0.1170 -0.27
C 0.1187 -1.9848 -0.2918 -0.06
C 0.4504 -0.6436 -0.5016 -0.14
H 1.7030 2.3938 2.6492 0.20
H 0.1599 3.1955 2.3537 0.22
H 0.3642 1.4957 1.9374 0.23
H 1.8816 3.8343 0.6461 0.18
H 0.4518 3.0662 -0.0652 0.24
H 3.4391 1.4426 1.4158 0.20
H 3.7331 0.6626 -0.1479 0.21
H 4.4437 2.8241 -1.1215 0.23
H 4.2005 3.6317 0.4356 0.20
H 5.4501 2.3956 0.2715 0.21
H 2.7817 -0.9649 -2.9105 0.25
H 2.2106 -3.3740 -2.5978 0.22
H 0.8720 -4.9905 -1.4418 0.42
H -1.8984 -4.0542 1.5348 0.24
H -3.2745 -1.7469 0.6886 0.41
H -3.2508 -0.0990 3.0830 0.22
H -4.5706 -0.2626 1.9036 0.22
H -3.5269 2.3108 3.2176 0.21
H -2.8703 4.4918 2.2914 0.21
H -2.0231 4.6492 -0.0229 0.22
H -1.8513 2.6081 -1.4063 0.24
H -2.5663 0.4520 -0.5070 0.21
H -0.0248 0.1394 0.0655 0.25

[6]
52
Properties=species:S:1:pos:R:3:nbo_charge:R:1 method="wB97M-V/def2-TZVPD" orbital_gap_ev=8.583 e_lumo_ha=0.003 max_force_ev_per_a=1.70 total_energy_ev=-45644.6538
C 2.3107 -5.4145 -4.2189 -0.25
O 2.4113 -4.0019 -4.2067 -0.49
C 1.4866 -3.3552 -3.4889 0.52
N 0.5712 -4.0383 -2.8535 -0.32
N -0.3187 -3.4292 -2.0931 -0.21
C -0.3424 -2.1293 -1.9641 0.16
C -1.3465 -1.5936 -1.0352 -0.08
C -2.6438 -2.1000 -1.0399 -0.15
C -3.5972 -1.5933 -0.1783 -0.20
C -3.2894 -0.5751 0.7203 0.01
C -4.3133 0.0056 1.6357 -0.66
C -1.9791 -0.1090 0.7434 -0.25
S -1.5604 1.2166 1.8823 2.30
O -1.8044 0.7543 3.2217 -0.95
O -2.2071 2.4020 1.4066 -0.93
N 0.1065 1.3408 1.6576 -0.87
C 0.6452 2.6517 1.3876 -0.25
C 0.9146 3.4783 2.6588 0.09
C 2.0299 2.8953 3.5466 -0.43
C 1.4717 3.0653 4.9589 -0.43
C -0.0322 2.9479 4.7118 -0.07
O -0.2584 3.5500 3.4492 -0.53
C -1.0187 -0.6020 -0.1129 -0.21
C 0.5532 -1.2748 -2.6918 0.01
C 0.4851 0.1296 -2.7232 -0.21
C 1.3963 0.8442 -3.4575 -0.19
C 2.3955 0.1960 -4.1945 -0.20
C 2.4604 -1.1726 -4.2172 -0.17
C 1.5357 -1.9222 -3.4745 -0.12
H 2.3829 -5.8121 -3.2048 0.20
H 1.3559 -5.7266 -4.6463 0.19
H 3.1384 -5.7675 -4.8302 0.19
H -2.8899 -2.8888 -1.7334 0.23
H -4.6027 -1.9870 -0.2033 0.22
H -5.2922 -0.4325 1.4576 0.22
H -4.0215 -0.1631 2.6710 0.25
H -4.3627 1.0841 1.4938 0.24
H 0.5628 0.8690 2.4254 0.40
H 1.5684 2.5510 0.8062 0.20
H -0.1128 3.1631 0.7929 0.24
H 1.1632 4.5028 2.3446 0.18
H 2.9736 3.4165 3.3988 0.22
H 2.1834 1.8376 3.3227 0.19
H 1.8391 2.3169 5.6573 0.22
H 1.7112 4.0581 5.3415 0.20
H -0.6368 3.4887 5.4418 0.19
H -0.3594 1.9001 4.6924 0.18
H -0.0115 -0.2242 -0.0387 0.24
H -0.2976 0.6367 -2.1807 0.23
H 1.3414 1.9228 -3.4768 0.22
H 3.1034 0.7829 -4.7606 0.22
H 3.2012 -1.6953 -4.8015 0.23

[7]
52
Properties=species:S:1:pos:R:3:nbo_charge:R:1 method="wB97M-V/def2-TZVPD" orbital_gap_ev=8.609 e_lumo_ha=0.021 max_force_ev_per_a=0.78 total_energy_ev=-45647.8766
C 5.3530 2.4829 0.4822 -0.64
C 4.1284 1.6829 0.2119 -0.18
S 2.7300 2.4400 -0.5153 0.43
C 1.8739 0.9489 -0.4711 0.09
C 2.6225 -0.0726 0.0750 -0.25
C 3.9281 0.3641 0.4699 0.00
C 4.9607 -0.5147 1.0922 -0.65
C 2.0449 -1.3916 0.2024 0.68
O 2.5761 -2.3736 0.6737 -0.59
N 0.7247 -1.4667 -0.2800 -0.50
C 0.0539 -2.7268 -0.1391 0.24
C 0.5169 -3.8319 -0.8344 -0.22
C -0.1289 -5.0466 -0.6870 -0.21
C -1.2337 -5.1524 0.1403 -0.21
C -1.6911 -4.0426 0.8305 -0.20
C -1.0451 -2.8267 0.6992 -0.23
C -0.0181 -0.4507 -0.8309 0.81
O -1.1591 -0.5997 -1.2205 -0.64
N 0.6148 0.7715 -0.9583 -0.42
C -0.2044 1.8838 -1.3866 -0.30
C -0.9790 2.4122 -0.1648 0.67
O -0.4214 2.5873 0.8984 -0.63
N -2.2754 2.6659 -0.3935 -0.60
C -3.1858 3.0825 0.6465 -0.24
C -4.2299 1.9915 0.9143 0.09
C -3.6224 0.6604 1.4094 -0.44
C -4.0032 -0.3510 0.3225 -0.45
C -5.1907 0.3360 -0.3511 -0.06
O -4.8968 1.7171 -0.3104 -0.54
H 6.2065 2.0658 -0.0530 0.22
H 5.5881 2.4690 1.5468 0.23
H 5.2132 3.5138 0.1690 0.22
H 4.5669 -1.5192 1.2086 0.26
H 5.8541 -0.5489 0.4694 0.22
H 5.2482 -0.1273 2.0689 0.22
H 1.3791 -3.7396 -1.4766 0.22
H 0.2316 -5.9115 -1.2234 0.22
H -1.7376 -6.1012 0.2494 0.21
H -2.5502 -4.1238 1.4796 0.21
H -1.3908 -1.9577 1.2379 0.22
H 0.4450 2.6724 -1.7735 0.23
H -0.8804 1.5296 -2.1664 0.24
H -2.7247 2.3447 -1.2382 0.41
H -2.6030 3.2840 1.5466 0.24
H -3.6981 3.9943 0.3258 0.20
H -4.9562 2.3795 1.6453 0.17
H -4.0520 0.3868 2.3726 0.21
H -2.5436 0.7444 1.5269 0.22
H -3.1874 -0.4792 -0.3879 0.25
H -4.2711 -1.3240 0.7271 0.21
H -6.1214 0.1354 0.2007 0.16
H -5.3273 0.0571 -1.3962 0.19

[8]
53
Properties=species:S:1:pos:R:3:nbo_charge:R:1 method="wB97M-V/def2-TZVPD" orbital_gap_ev=7.312 e_lumo_ha=-0.008 max_force_ev_per_a=17.92 total_energy_ev=-38880.9986
C 2.1207 3.0850 -1.4781 -0.22
H 3.0276 2.8574 -1.8522 0.19
H 1.6012 3.7660 -2.1320 0.17
O 1.3908 1.8706 -1.7961 -0.52
C 0.0385 1.9363 -1.6823 0.31
C -0.5755 3.0145 -1.0477 -0.29
C -1.8694 2.9462 -0.6505 -0.18
C -2.5875 1.4675 -0.9629 0.07
C -1.8205 0.3976 -1.4415 -0.35
C -0.5644 0.6172 -1.6852 0.30
O 0.3706 -0.5886 -2.0659 -0.55
C -0.1940 -1.7993 -2.4609 -0.23
H -0.7530 -2.0014 -1.6197 0.17
H -1.0822 -1.6942 -3.0631 0.16
H 0.5065 -2.3335 -2.8672 0.20
H -2.2632 -0.4201 -1.3839 0.21
C -4.0458 1.5063 -0.3631 -0.38
H -4.5689 2.2797 -0.5896 0.18
H -4.5309 0.3127 -0.8051 0.16
C -3.9712 1.2012 1.2937 -0.15
N -3.3078 -0.0053 1.5310 -0.63
C -1.8361 -0.1527 1.7211 0.04
C -1.0923 0.8910 1.7675 -0.20
C 0.3160 0.8991 1.6002 -0.10
C 0.7820 -0.6087 0.9603 0.18
C -0.0659 -1.5203 1.2212 -0.31
C -1.4070 -1.2249 1.3635 0.05
N -2.1126 -2.7702 1.4215 0.62
O -1.4088 -3.5599 1.2154 -0.23
O -3.3389 -2.5187 1.6387 -0.46
H 0.4193 -2.5973 1.0460 0.28
N 2.1462 -0.4525 0.5524 -0.50
C 2.5842 -1.4634 -0.1367 0.74
O 2.0110 -2.3194 -0.5402 -0.50
C 3.9885 -0.9527 -0.7240 -0.31
C 4.3533 -0.0102 0.2833 -0.50
C 3.0389 0.4781 0.7632 0.70
O 3.0114 1.6022 1.8546 -0.67
H 5.1511 -0.1165 0.9314 0.28
H 4.8645 0.9471 -0.2971 0.23
C 3.7425 -0.5308 -2.0379 -0.63
H 3.6784 -1.5010 -2.5247 0.24
H 4.8407 -0.2410 -2.5919 0.19
H 3.0734 0.2588 -2.3279 0.26
H 4.7583 -1.9321 -0.6758 0.22
H 0.6643 1.8023 1.5063 0.21
H -1.6277 2.0515 1.9386 0.23
H -3.9951 -0.7148 1.5687 0.42
H -3.6257 1.9669 1.5732 0.15
H -4.9187 1.0826 1.5496 0.19
H -2.5518 3.5506 -0.4059 0.18
H -0.1925 3.8174 -0.9588 0.18
H 1.9584 3.2413 -0.5386 0.19

Ordered ΔE to the lowest compared entry with this formula, charge and spin results: 0.0 226.2 87.9 326.9 80.8 311.0 0.0 2545.7; unit kJ/mol.